Record 1
Entry from the OMol25 dataset: 2 unconnected molecules or ions with the total composition CFNO3 (wB97M-V/def2-TZVPD).

Summary:
HOMO, eV: -12.43
Lowest unoccupied orbital energy, Ha: -0.0308
Energy, Eh: -418.38719
HOMO-LUMO gap, Eh: 0.4259

Geometry as ORCA input:
```
! RIJCOSX wB97M-V def2-TZVPD def2/J DEFGRID3
* xyz 0 1
O 0.763 -1.354 -0.834
C 1.329 -0.421 -0.447
O 1.856 0.466 0.014
O -1.279 -0.134 1.328
N -1.832 0.721 0.824
F -1.150 1.095 -0.387
*
```

Atomic charges from the natural (NBO) analysis, expressed in e, are listed below: -0.53 1.03 -0.50 -0.18 0.50 -0.32

Record 2
Entry from the OMol25 dataset: a molecular structure, CFO5S (wB97M-V/def2-TZVPD).

Summary:
HOMO (alpha / beta), eV: -6.35 / -6.35
Lowest unoccupied orbital energy (alpha / beta), Ha: 0.0932 / 0.0932
Energy, Eh: -912.31931
HOMO-LUMO gap (alpha / beta), Eh: 0.3266 / 0.3266

Geometry as ORCA input:
```
! RIJCOSX wB97M-V def2-TZVPD def2/J DEFGRID3
* xyz -1 1
C -0.164 0.417 -0.620
O -0.311 -0.742 -0.233
O 0.050 1.413 -0.064
O 1.650 -1.412 1.594
O -0.150 -0.136 2.566
O -0.550 0.263 -1.963
F -0.744 1.482 -3.027
S 0.219 -1.286 1.746
*
```

Atomic charges from the natural (NBO) analysis, expressed in e, are listed below: 0.94 -0.69 -0.64 -0.93 -0.91 -0.19 -0.27 1.69

Record 3
Entry from the OMol25 dataset: a molecular structure, CH10MnO8 (wB97M-V/def2-TZVPD).

Summary:
HOMO (alpha / beta), eV: -4.36 / -4.25
Lowest unoccupied orbital energy (alpha / beta), Ha: -0.0469 / -0.0467
Energy, Eh: -1796.96181
HOMO-LUMO gap (alpha / beta), Eh: 0.1134 / 0.1093

Geometry as ORCA input:
```
! RIJCOSX wB97M-V def2-TZVPD def2/J DEFGRID3
* xyz 0 6
Mn -0.048 0.007 -0.013
C 2.888 -0.274 -0.029
O 2.610 -0.527 1.107
O 4.065 -0.419 -0.228
O 1.983 0.117 -0.815
O -0.638 1.432 -1.591
H -0.310 1.338 -2.486
H -1.201 2.205 -1.622
O -0.044 -1.610 1.212
H 0.536 -1.964 1.886
H -0.896 -2.007 1.397
O -0.684 -1.435 -1.437
H -0.546 -1.775 -2.321
H -1.351 -2.010 -1.061
O 0.245 1.656 1.259
H 0.354 1.702 2.208
H 0.531 2.512 0.942
O -2.159 0.162 0.480
H -2.886 0.238 -0.138
H -2.447 0.652 1.250
*
```

Atomic charges from the natural (NBO) analysis, expressed in e, are listed below: 1.50 0.91 -0.88 -0.80 -0.97 -0.96 0.51 0.49 -0.96 0.54 0.46 -0.95 0.52 0.48 -0.97 0.51 0.51 -0.96 0.50 0.50

Record 4
Entry from the OMol25 dataset: 4 unconnected molecules or ions with the total composition CH10N2O3 (wB97M-V/def2-TZVPD).

Summary:
HOMO (alpha / beta), eV: 1.30 / -6.02
Lowest unoccupied orbital energy (alpha / beta), Ha: 0.1342 / 0.1357
Energy, Eh: -379.29010
HOMO-LUMO gap (alpha / beta), Eh: 0.0863 / 0.3568

Geometry as ORCA input:
```
! RIJCOSX wB97M-V def2-TZVPD def2/J DEFGRID3
* xyz -1 2
N -1.013 1.353 0.915
C 0.120 1.765 1.501
N 1.264 1.301 1.201
H -1.902 1.502 1.360
H -0.969 0.669 0.150
H -0.115 2.515 2.264
H 1.955 1.738 1.754
H 0.451 -1.540 -2.773
H 0.723 -1.959 -1.178
O 0.092 -1.848 -1.928
H 2.470 -1.373 -0.223
H 1.287 -0.839 0.642
O 1.677 -1.644 0.266
H -1.283 -0.697 -1.684
H -2.787 -0.718 -1.108
O -1.971 -0.226 -1.157
*
```

Atomic charges from the natural (NBO) analysis, expressed in e, are listed below: -0.83 0.20 -0.81 0.37 0.44 0.12 0.33 0.33 0.49 -1.32 0.41 0.50 -1.07 0.51 0.44 -1.10